{"formula": "C43H104F2I2N12O4P3", "method": "ωB97M-V/def2-TZVPD", "species": ["C", "C", "C", "C", "C", "C", "C", "C", "C", "C", "C", "N", "C", "F", "C", "C", "N", "O", "C", "C", "I", "C", "C", "I", "C", "C", "C", "C", "N", "C", "C", "C", "F", "H", "H", "H", "H", "H", "H", "H", "H", "H", "H", "H", "H", "H", "H", "H", "H", "H", "H", "H", "H", "H", "H", "H", "H", "H", "H", "H", "H", "H", "H", "H", "H", "H", "H", "H", "H", "H", "H", "H", "H", "H", "H", "H", "H", "H", "H", "H", "H", "H", "H", "O", "P", "N", "C", "C", "N", "C", "C", "N", "C", "C", "H", "H", "H", "H", "H", "H", "H", "H", "H", "H", "H", "H", "H", "H", "H", "H", "H", "H", "O", "P", "N", "C", "C", "N", "C", "C", "N", "C", "C", "H", "H", "H", "H", "H", "H", "H", "H", "H", "H", "H", "H", "H", "H", "H", "H", "H", "H", "O", "P", "N", "C", "C", "N", "C", "C", "N", "C", "C", "H", "H", "H", "H", "H", "H", "H", "H", "H", "H", "H", "H", "H", "H", "H", "H", "H", "H"], "xyz": [[1.85962, -0.44340, 0.91970], [3.19677, 0.26860, 1.17731], [3.52591, 1.36118, 0.16643], [2.50565, 2.50321, 0.14460], [2.76150, 3.50843, -0.98288], [2.19637, 3.09238, -2.35195], [0.83043, 3.68960, -2.69936], [-0.23495, 3.20316, -1.71407], [-1.66200, 3.63225, -2.10534], [-2.42534, 4.28734, -0.92834], [-3.47324, 3.38272, -0.27550], [-2.76113, 2.31909, 0.52331], [-2.59983, 1.02338, -0.22366], [-3.72290, 0.74981, -0.94566], [-2.16142, -0.16485, 0.62487], [-2.66390, -1.46864, -0.01437], [-1.97694, -2.61304, 0.59136], [-2.74217, -0.10408, 1.90830], [-2.32518, 1.08211, 2.57394], [-2.11773, 0.81873, 4.10828], [-2.13628, -1.32591, 4.47287], [-2.98787, 1.55713, 5.15080], [-3.70918, 0.74585, 6.22186], [-1.67993, 2.88850, 6.27612], [-3.23125, 2.20804, 2.01060], [-4.73975, 1.92059, 1.93288], [-5.43420, 1.04561, 2.99507], [-6.33936, 1.81104, 3.98798], [-7.62627, 1.11548, 4.13717], [-2.80167, 3.55799, 2.64482], [-3.90079, 4.46821, 3.20986], [-3.28760, 5.68765, 3.90129], [-3.99364, 6.02898, 5.03031], [1.06908, -0.09358, 1.59209], [1.52421, -0.32158, -0.11348], [1.93628, -1.51860, 1.08198], [3.22159, 0.62919, 2.20710], [3.97979, -0.48831, 1.10216], [4.48706, 1.79697, 0.44803], [3.58793, 0.92922, -0.83506], [1.50207, 2.07472, 0.08937], [2.55984, 3.02325, 1.10768], [3.82422, 3.74547, -1.04492], [2.27801, 4.44931, -0.69199], [2.90082, 3.41684, -3.12121], [2.17441, 1.99992, -2.41404], [0.84685, 4.77970, -2.71290], [0.56492, 3.27350, -3.67534], [0.04396, 3.61290, -0.73701], [-0.11575, 2.11708, -1.63706], [-2.23996, 2.76692, -2.43143], [-1.60086, 4.38638, -2.88595], [-1.76341, 4.71915, -0.17374], [-2.98968, 5.13087, -1.33244], [-4.10133, 4.00491, 0.35370], [-4.08340, 2.96911, -1.07032], [-1.80138, 2.66364, 0.60876], [-1.80623, 1.20098, -0.94848], [-1.07293, -0.26827, 0.64398], [-2.40212, -1.46727, -1.07199], [-3.72873, -1.58501, 0.16519], [-2.23598, -2.65728, 1.57016], [-0.97930, -2.43949, 0.52678], [-1.31928, 1.29314, 2.17975], [-1.08024, 1.03351, 4.32707], [-3.71411, 2.22314, 4.70831], [-3.03077, 0.24389, 6.90397], [-4.26643, 1.46290, 6.82956], [-4.45327, 0.07301, 5.79767], [-5.32727, 2.83390, 1.84455], [-4.91598, 1.41687, 0.98213], [-4.76236, 0.34844, 3.49373], [-6.14529, 0.41091, 2.46719], [-6.53877, 2.80643, 3.58207], [-5.88340, 1.92108, 4.96724], [-7.86884, 0.98054, 5.10594], [-8.36359, 1.62783, 3.67944], [-2.08057, 3.39647, 3.44674], [-2.25244, 4.18255, 1.93358], [-4.46630, 4.85882, 2.35910], [-4.62752, 3.96579, 3.84306], [-2.23093, 5.53505, 4.12727], [-3.32345, 6.54252, 3.22203], [-0.13895, 7.34904, -2.27384], [0.46025, 8.71382, -2.18988], [-0.58090, 9.56754, -1.15129], [-1.16668, 10.87021, -1.40308], [-0.81964, 8.98542, 0.15863], [0.29896, 9.19046, -3.82064], [-0.06747, 10.52623, -4.25768], [-0.21332, 8.19597, -4.75884], [1.84030, 9.71131, -2.01612], [3.03283, 9.14651, -2.69950], [2.25374, 10.03453, -0.63584], [-0.43576, 11.59965, -1.75962], [-1.57316, 11.28178, -0.47960], [-1.98600, 10.82016, -2.12474], [0.01707, 9.13995, 0.85452], [-0.98606, 7.90813, 0.07752], [-1.71088, 9.41459, 0.61518], [-1.14642, 10.70319, -4.18862], [0.22135, 10.66276, -5.30242], [0.46011, 11.29335, -3.69535], [-1.30083, 8.07175, -4.68543], [0.25167, 7.22837, -4.59896], [0.02873, 8.50718, -5.77685], [3.36223, 8.20931, -2.24084], [3.85289, 9.86140, -2.65140], [2.81245, 8.96218, -3.74774], [2.43032, 9.14769, -0.02009], [1.51090, 10.66116, -0.14647], [3.17634, 10.61166, -0.67266], [1.54325, -2.60636, -1.82967], [1.40526, -3.95314, -2.45767], [2.73251, -4.80044, -1.82396], [3.67425, -5.61103, -2.57404], [2.87649, -4.81076, -0.37677], [1.56901, -3.58666, -4.10928], [2.30017, -4.40102, -5.06390], [1.66079, -2.17552, -4.46676], [0.44503, -5.33184, -2.79398], [-0.92164, -4.96902, -3.24900], [0.28286, -6.31043, -1.69915], [3.18076, -6.29972, -3.26449], [4.25139, -6.23785, -1.89522], [4.38303, -4.99938, -3.14000], [2.17424, -5.50733, 0.09179], [2.70144, -3.81884, 0.04687], [3.88204, -5.10487, -0.07963], [3.38140, -4.23745, -5.00437], [1.98370, -4.14880, -6.07917], [2.08906, -5.45969, -4.93382], [2.65504, -1.75672, -4.26925], [0.92933, -1.58523, -3.92263], [1.44447, -2.06057, -5.53108], [-1.49659, -4.47085, -2.46141], [-1.45752, -5.86829, -3.55036], [-0.86720, -4.30922, -4.11199], [-0.11844, -5.86565, -0.78334], [1.22748, -6.80043, -1.47058], [-0.40261, -7.09051, -2.02820], [3.78843, -9.07891, -0.29818], [3.39827, -10.07132, 0.73064], [2.13807, -10.96342, 0.03001], [0.88096, -11.31291, 0.65928], [2.38919, -11.52187, -1.29158], [2.86030, -9.07378, 2.00454], [1.74235, -9.37329, 2.87669], [2.98100, -7.63985, 1.78282], [3.98323, -11.25626, 1.80962], [5.21729, -10.81764, 2.50717], [4.25478, -12.58863, 1.23812], [1.01041, -11.71960, 1.66558], [0.37949, -12.09151, 0.08509], [0.19697, -10.46111, 0.71636], [3.02123, -12.41926, -1.26088], [2.88499, -10.79100, -1.93217], [1.45348, -11.79327, -1.77846], [0.77646, -9.15202, 2.40720], [1.81236, -8.76813, 3.78449], [1.75395, -10.41112, 3.20262], [2.19371, -7.26878, 1.11820], [3.94273, -7.38996, 1.34614], [2.91468, -7.10511, 2.73381], [6.05664, -10.69344, 1.81633], [5.49392, -11.55681, 3.25802], [5.04491, -9.87298, 3.01686], [4.95043, -12.56189, 0.39422], [3.33146, -13.06705, 0.91801], [4.68436, -13.22145, 2.01354]], "forces_ev_per_a": [[-0.2, 0.0, 0.1], [-0.1, -0.6, -0.3], [-0.4, 0.4, 0.4], [0.5, -0.1, 0.2], [-0.8, 0.3, 0.2], [0.7, 0.4, -0.1], [0.0, -1.2, 0.3], [0.2, 0.3, -0.2], [0.4, 0.2, 1.2], [-0.7, 0.1, -0.6], [0.7, 1.1, -0.6], [-0.1, -0.3, 0.5], [0.9, -0.3, -0.8], [-0.4, 0.2, 0.4], [-1.5, -0.5, -0.3], [1.0, -0.5, 0.4], [-0.3, 0.3, -0.2], [0.4, 0.3, 0.0], [-0.3, -0.6, -0.4], [-0.4, -0.2, -0.1], [0.2, 0.1, 0.0], [0.3, -0.2, 0.5], [-0.5, 0.7, 0.2], [-0.1, 0.2, -0.1], [0.2, 0.7, 0.4], [-0.2, -0.6, -0.1], [-0.3, 0.2, 0.1], [-0.4, -0.3, -0.3], [0.4, -0.1, 0.1], [-0.2, 0.4, 0.4], [0.1, 0.3, -0.8], [0.1, 0.1, -0.6], [0.0, -0.1, 0.2], [0.0, 0.1, -0.1], [0.0, 0.0, 0.0], [0.0, 0.0, 0.0], [0.1, 0.2, 0.0], [0.1, 0.1, 0.1], [0.2, -0.1, -0.3], [0.2, -0.1, 0.0], [-0.1, 0.1, -0.2], [0.0, 0.0, 0.0], [0.1, -0.2, 0.0], [0.1, 0.1, -0.1], [0.0, -0.1, -0.1], [-0.2, 0.0, -0.1], [0.0, 0.0, -0.2], [-0.1, 0.4, -0.2], [-0.2, 0.0, 0.1], [-0.2, -0.1, 0.0], [0.0, 0.1, -0.5], [0.0, -0.2, -0.2], [0.2, 0.0, -0.1], [0.0, 0.1, 0.1], [0.0, -0.4, 0.4], [-0.1, -0.5, 0.3], [0.1, 0.0, -0.1], [-0.1, 0.2, -0.1], [0.1, 0.5, 0.3], [-0.4, 0.1, -0.1], [-0.1, 0.2, -0.3], [0.2, -0.1, 0.1], [0.1, -0.3, 0.1], [0.1, 0.2, 0.3], [0.0, 0.0, -0.1], [0.0, 0.1, -0.3], [0.0, -0.3, -0.2], [0.0, 0.0, 0.0], [0.2, -0.2, -0.1], [0.3, 0.2, 0.0], [0.1, -0.1, 0.0], [0.1, 0.1, 0.0], [0.1, -0.1, -0.1], [0.2, 0.1, 0.1], [0.1, 0.1, 0.1], [-0.2, 0.0, 0.0], [-0.2, 0.0, 0.1], [0.0, -0.3, 0.0], [0.0, -0.2, -0.1], [-0.3, -0.1, 0.1], [0.2, -0.1, 0.3], [-0.1, -0.2, 0.5], [-0.1, 0.1, 0.0], [2.3, -1.0, 1.6], [-3.4, 3.3, -2.8], [0.2, -0.4, 0.2], [0.2, 0.3, -0.1], [0.0, -0.3, 0.0], [-0.4, -0.3, -0.1], [0.4, 0.2, -0.1], [-0.1, -0.1, 0.0], [1.2, -2.2, 1.3], [-0.1, 0.2, -0.4], [-0.2, 0.3, 0.1], [0.0, 0.0, 0.0], [0.0, -0.1, 0.1], [0.0, 0.0, 0.0], [-0.1, 0.0, 0.0], [0.0, 0.0, -0.1], [0.0, 0.1, -0.1], [0.0, 0.0, 0.0], [0.0, -0.1, 0.0], [0.0, -0.1, 0.1], [0.0, 0.0, -0.1], [0.0, 0.0, 0.1], [0.0, 0.1, 0.0], [0.1, 0.0, 0.1], [0.0, 0.1, 0.1], [-0.1, 0.0, 0.0], [0.1, 0.0, 0.0], [-0.1, -0.1, 0.0], [0.0, 0.0, -0.1], [-2.6, -0.4, 1.2], [4.2, -1.0, -2.8], [0.0, 0.2, 0.2], [-0.1, -0.3, -0.2], [-0.1, 0.3, 0.2], [0.1, 0.5, 0.1], [-0.3, -0.3, -0.2], [0.1, 0.1, 0.1], [-1.8, 1.2, 1.7], [0.1, 0.0, -0.4], [0.4, -0.3, 0.0], [0.0, 0.0, 0.0], [-0.1, 0.0, 0.1], [0.0, 0.0, 0.0], [0.1, 0.0, 0.1], [-0.1, 0.0, -0.1], [0.0, -0.1, -0.2], [0.0, 0.0, 0.0], [0.0, 0.1, 0.0], [0.0, 0.0, 0.2], [0.0, 0.0, 0.0], [0.0, 0.0, 0.1], [0.0, -0.1, 0.0], [-0.1, -0.1, 0.0], [0.1, -0.1, 0.0], [0.1, 0.0, 0.0], [-0.1, 0.0, 0.0], [0.1, 0.1, 0.0], [-0.1, 0.1, -0.1], [2.2, -1.1, -0.3], [-4.2, 0.8, 1.7], [0.3, 0.0, -0.2], [0.0, -0.2, 0.3], [0.2, 0.2, -0.2], [0.0, 0.3, -0.3], [0.2, -0.2, 0.4], [-0.1, 0.1, -0.1], [2.1, 0.1, -1.3], [-0.2, 0.2, 0.3], [-0.3, -0.2, 0.0], [0.0, 0.0, 0.0], [0.1, 0.0, -0.1], [0.0, 0.0, 0.0], [-0.1, 0.0, 0.0], [0.0, 0.0, 0.1], [-0.1, 0.0, 0.1], [0.0, 0.0, 0.0], [0.0, 0.1, 0.0], [0.0, -0.1, -0.1], [0.0, 0.1, 0.0], [0.0, -0.1, -0.1], [-0.1, -0.1, 0.1], [0.0, -0.1, 0.0], [-0.1, -0.1, 0.0], [-0.1, 0.0, -0.1], [0.1, 0.0, 0.0], [0.0, 0.1, -0.1], [0.0, 0.1, 0.0]], "mulliken_charge": [-0.186, -1.063, -0.685, 0.445, -0.876, -0.779, -1.074, 0.396, -1.056, -0.724, -0.716, 0.291, -0.005, -0.514, 0.921, -1.002, -0.655, -0.403, -0.157, -2.060, 0.052, 0.789, -2.075, 0.146, 2.578, -1.406, -0.559, -0.589, -0.665, -1.126, -0.094, -0.644, -0.359, -0.097, 0.002, 0.431, 0.418, 0.341, 0.374, 0.232, -0.545, 0.415, 0.483, 0.358, 0.439, 0.340, 0.199, 0.477, -0.031, 0.049, 0.483, 0.659, 0.239, 0.518, 0.178, 0.503, 0.445, 0.208, -0.668, 0.421, 0.336, 0.225, 0.267, 0.389, 1.133, -0.581, 0.558, 0.581, 0.418, 0.855, 0.489, -0.048, 0.504, 0.403, 0.213, 0.241, 0.226, 0.538, 0.260, 0.460, -0.189, 0.351, 0.310, -0.566, 0.528, 0.226, -0.961, -0.853, 0.133, -1.025, -0.901, -0.007, -1.057, -0.993, 0.320, 0.405, 0.231, 0.285, 0.030, 0.463, 0.302, 0.355, 0.274, 0.291, 0.167, 0.345, 0.326, 0.409, 0.314, 0.335, 0.281, 0.376, -0.664, 0.533, 0.260, -0.933, -0.482, 0.195, -1.025, -0.979, -0.019, -1.061, -0.874, 0.323, 0.370, 0.219, 0.173, -0.209, 0.502, 0.313, 0.352, 0.287, 0.303, 0.177, 0.381, 0.291, 0.411, 0.330, 0.277, 0.108, 0.467, -0.847, 0.572, 0.295, -0.928, -1.089, 0.240, -0.948, -1.318, 0.041, -1.071, -1.028, 0.320, 0.420, 0.181, 0.302, 0.268, 0.464, 0.283, 0.317, 0.274, 0.347, 0.319, 0.484, 0.345, 0.418, 0.301, 0.357, 0.285, 0.377], "homo_lumo_gap_ev": 7.4667, "total_charge": 1, "e_tot_ha": -4477.7510, "spin_multiplicity": 1, "homo_ev": -9.5}

{"formula": "C18H34GaN4O7PS2", "method": "ωB97M-V/def2-TZVPD", "species": ["Ga", "C", "C", "O", "N", "C", "C", "C", "C", "C", "C", "N", "H", "H", "H", "H", "H", "H", "H", "H", "H", "H", "C", "N", "C", "C", "O", "H", "H", "H", "H", "H", "H", "H", "O", "N", "O", "C", "O", "H", "H", "H", "C", "C", "C", "O", "P", "S", "S", "O", "C", "C", "C", "H", "H", "H", "H", "H", "H", "H", "H", "H", "H", "H", "H", "H", "H"], "xyz": [[-0.86120, 0.03365, -0.31079], [0.24649, -0.26076, 4.12324], [0.46185, -0.69347, 2.69774], [-0.17347, -0.16834, 1.78988], [1.36986, -1.66118, 2.49462], [1.70375, -2.17436, 1.16519], [2.65503, -1.26023, 0.43006], [4.02743, -1.47462, 0.45403], [4.85706, -0.58675, -0.20989], [4.28420, 0.48199, -0.87810], [2.90437, 0.61120, -0.85482], [2.10191, -0.23421, -0.21646], [-0.64320, 0.35966, 4.16651], [1.10558, 0.31651, 4.46758], [0.12383, -1.12202, 4.77971], [1.85466, -2.02496, 3.29656], [0.77955, -2.27614, 0.59266], [2.15001, -3.15875, 1.29872], [4.43235, -2.33016, 0.97811], [5.92904, -0.73255, -0.21386], [4.88727, 1.19697, -1.41919], [2.41008, 1.41309, -1.38789], [-1.20090, 5.36894, -0.00351], [-1.34815, 3.93216, 0.19836], [-2.69331, 3.38757, 0.31684], [-0.27162, 3.16594, 0.15414], [-0.21934, 1.93690, 0.24118], [-2.15603, 5.84130, 0.20910], [-0.92619, 5.60127, -1.03273], [-0.45575, 5.78484, 0.67357], [-3.21738, 3.90451, 1.12103], [-2.64865, 2.32546, 0.53283], [-3.23608, 3.51800, -0.61886], [0.66040, 3.73485, 0.02592], [0.07111, 0.67367, -2.19667], [-0.93479, 1.29335, -2.58791], [-1.87097, 1.23596, -1.76152], [0.15421, -2.15082, -1.91949], [-0.61172, -1.68836, -0.84085], [0.45411, -3.18812, -1.72719], [1.05882, -1.56086, -2.09539], [-0.41754, -2.14046, -2.85456], [-3.29835, -3.27882, -0.94112], [-4.18231, -2.48778, -1.88273], [-3.76013, -2.63369, -3.33006], [-4.13598, -1.06467, -1.62274], [-4.48931, -0.38971, -0.22065], [-5.94037, -1.25193, 0.72461], [-2.81364, -0.28964, 0.95163], [-4.74854, 1.11491, -0.67896], [-5.68556, 1.57872, -1.68421], [-6.98831, 0.80390, -1.70374], [-5.01964, 1.62206, -3.04626], [-3.33397, -4.32875, -1.23834], [-3.64619, -3.20087, 0.08809], [-2.26971, -2.92154, -0.99620], [-5.22717, -2.78798, -1.75867], [-2.72329, -2.31725, -3.44631], [-4.38443, -2.02176, -3.98113], [-3.84604, -3.67500, -3.64100], [-5.89613, 2.60172, -1.35825], [-6.83406, -0.21941, -2.04663], [-7.66822, 1.30187, -2.39728], [-7.44782, 0.76246, -0.71872], [-4.81524, 0.61404, -3.40475], [-4.07628, 2.15936, -3.00011], [-5.68530, 2.12073, -3.75348]], "forces_ev_per_a": [[-0.5, 0.2, 0.0], [0.0, 0.0, 0.0], [0.0, -0.2, 0.1], [0.1, 0.1, -0.3], [0.0, 0.0, -0.1], [0.0, 0.0, 0.1], [-0.1, 0.0, 0.1], [0.0, 0.0, 0.0], [0.0, 0.0, 0.0], [0.0, 0.0, 0.0], [0.0, 0.0, 0.0], [-0.1, 0.1, 0.1], [0.0, 0.0, 0.0], [0.0, 0.0, 0.0], [0.0, 0.0, 0.0], [0.0, 0.0, 0.0], [0.0, 0.0, 0.0], [0.0, 0.0, 0.0], [0.0, 0.0, 0.0], [0.0, 0.0, 0.0], [0.0, 0.0, 0.0], [0.0, 0.0, 0.0], [0.0, 0.0, 0.0], [0.0, -0.1, 0.0], [-0.1, -0.1, 0.0], [0.0, 0.1, -0.1], [0.2, -0.2, 0.2], [0.0, 0.0, 0.0], [0.0, 0.0, 0.0], [0.0, 0.0, 0.0], [0.0, 0.0, 0.0], [0.0, 0.0, 0.0], [0.0, 0.0, 0.0], [0.0, 0.0, 0.1], [0.1, 0.2, 0.1], [0.0, 0.0, -0.1], [0.0, -0.1, -0.1], [0.1, 0.1, -0.1], [0.3, -0.1, 0.1], [0.0, 0.0, 0.0], [0.0, 0.0, 0.0], [0.0, 0.0, 0.0], [0.0, -0.1, -0.1], [-0.2, -0.1, 0.0], [0.0, 0.0, 0.0], [0.3, 0.1, -0.1], [-0.1, -0.1, 0.1], [0.0, -0.1, 0.1], [0.0, 0.2, 0.1], [0.1, 0.1, 0.0], [-0.1, 0.0, 0.0], [0.0, 0.0, -0.1], [0.0, -0.1, 0.0], [0.0, 0.0, 0.0], [0.0, 0.0, 0.0], [-0.1, 0.0, 0.1], [0.0, 0.0, 0.0], [0.0, 0.0, 0.0], [0.0, 0.0, 0.0], [0.0, 0.0, 0.0], [0.0, 0.0, 0.0], [0.0, 0.0, 0.0], [0.0, 0.0, 0.0], [0.0, 0.0, 0.0], [0.0, 0.0, 0.0], [0.1, 0.0, 0.0], [0.0, 0.0, 0.0]], "nbo_charge": [1.676, -0.702, 0.721, -0.661, -0.583, -0.284, 0.213, -0.250, -0.161, -0.260, 0.066, -0.425, 0.254, 0.233, 0.230, 0.401, 0.285, 0.208, 0.215, 0.219, 0.222, 0.207, -0.414, -0.383, -0.430, 0.583, -0.695, 0.222, 0.209, 0.210, 0.201, 0.273, 0.215, 0.134, -0.500, 0.393, -0.521, -0.238, -0.999, 0.161, 0.173, 0.166, -0.667, 0.114, -0.615, -0.862, 1.723, -0.645, -0.624, -0.855, 0.124, -0.644, -0.633, 0.204, 0.233, 0.257, 0.190, 0.210, 0.211, 0.209, 0.176, 0.219, 0.208, 0.237, 0.223, 0.223, 0.204], "homo_lumo_gap_ev": 7.7925, "e_tot_ha": -4514.6157, "spin_multiplicity": 1, "homo_ev": -7.5}